Below is C13H14ClIrN5O2SSbSe4 as an isolated structure in a non-equilibrium geometry, with properties calculated with ωB97M-V with the def2-TZVPD basis set.

ORCA input file:
```
! RIJCOSX wB97M-V def2-TZVPD def2/J DEFGRID3
* xyz 3 6
Ir -0.758 -0.458 -0.571
C 2.901 -1.142 1.855
C 1.758 -0.648 1.046
N 0.624 -1.243 0.899
N 0.458 -2.541 1.343
C 0.093 -3.519 0.505
N -0.083 -4.747 0.952
S -2.706 -1.846 0.096
C 1.886 0.581 0.244
C 2.984 1.416 0.330
C 3.080 2.513 -0.521
C 2.064 2.738 -1.430
C 0.990 1.857 -1.473
N 0.906 0.802 -0.667
H 2.693 -2.063 2.391
H 3.191 -0.385 2.586
H 3.770 -1.314 1.216
H 0.683 -2.772 2.301
H 0.013 -5.002 1.923
H -0.300 -5.484 0.295
H 3.764 1.226 1.054
H 3.935 3.174 -0.470
H 2.085 3.582 -2.105
H 0.181 2.002 -2.176
Se -1.656 0.091 -2.809
Sb -0.872 -2.039 -4.085
Se -2.043 -1.352 -6.298
Se 1.360 -1.128 -4.727
Se -3.672 -2.898 -1.382
O 0.128 -2.136 -1.451
O -0.137 -3.380 -0.771
Cl -0.968 3.802 3.143
C -1.794 2.926 1.932
C -3.104 3.222 1.577
C -3.696 2.465 0.579
C -2.982 1.451 -0.029
N -1.716 1.159 0.322
C -1.141 1.888 1.287
H -3.646 4.022 2.064
H -4.713 2.659 0.270
H -3.428 0.873 -0.825
H -0.130 1.647 1.580
*
```

Calculated values
Highest occupied orbital energy (alpha / beta) ... -0.6149 / -0.6092 hartree
Orbital gap (alpha / beta) ... 7.18 / 5.16 eV
ΔE to the lowest compared entry with this formula, charge and spin ... 0.0 kJ/mol
⟨S²⟩ ... 8.785
Largest force on an atom ... 1.4 eV/A

Table of Mulliken atomic charges, one value per atom, all in e: Ir 1.922; C -1.515; C 0.706; N -0.464; N -0.420; C 0.817; N -0.393; S -0.096; C 0.590; C -0.699; C -0.687; C -0.863; C -0.014; N -0.301; H 0.433; H 0.415; H 0.411; H 0.339; H 0.196; H 0.260; H 0.478; H 0.485; H 0.500; H 0.458; Se -0.360; Sb 0.578; Se 0.215; Se -0.092; Se 0.314; O -0.391; O -0.212; Cl -0.154; C -0.128; C -0.185; C -0.919; C -0.058; N 0.132; C -0.153; H 0.492; H 0.432; H 0.458; H 0.470



Below is one molecule with the formula C13H14ClN3O3 in a non-equilibrium geometry, with properties calculated with ωB97M-V with the def2-TZVPD basis set.

ORCA input file:
```
! RIJCOSX wB97M-V def2-TZVPD def2/J DEFGRID3
* xyz 0 1
N 1.046 -1.729 0.743
C -0.160 -1.557 0.164
C -1.277 -2.426 0.695
N -1.772 -1.918 1.953
C -2.923 -1.046 2.032
C -3.216 -0.991 3.535
C -1.860 -1.278 4.180
C -1.088 -2.023 3.108
O -0.026 -2.602 3.240
N -0.478 -0.761 -0.779
O 0.583 0.072 -1.240
C 0.235 0.870 -2.264
O -0.855 0.919 -2.766
C 1.393 1.698 -2.704
C 1.218 2.512 -3.822
C 2.251 3.303 -4.282
C 3.469 3.282 -3.617
Cl 4.767 4.268 -4.183
C 3.659 2.479 -2.501
C 2.620 1.688 -2.048
H 1.782 -1.079 0.524
H 1.084 -2.230 1.622
H -0.889 -3.436 0.859
H -2.094 -2.447 -0.026
H -3.753 -1.460 1.455
H -2.678 -0.058 1.623
H -3.630 -0.031 3.836
H -3.928 -1.772 3.803
H -1.923 -1.865 5.095
H -1.313 -0.361 4.408
H 0.260 2.507 -4.317
H 2.121 3.932 -5.149
H 4.612 2.477 -1.996
H 2.762 1.063 -1.181
*
```

Calculated values
Highest occupied orbital energy ... -0.3345 hartree
Orbital gap ... 9.53 eV
ΔE to the lowest compared entry with this formula, charge and spin ... 77.7 kJ/mol
Largest force on an atom ... 1.5 eV/A
SMILES string ... N/C(CN1CCCC1=O)=N\OC(=O)c1ccc(Cl)cc1

Table of Mulliken atomic charges, one value per atom, all in e: N -0.393; C 0.827; C -1.305; N 0.173; C -0.528; C -0.553; C -0.525; C 0.539; O -0.747; N -0.694; O 0.035; C 0.571; O -0.579; C 0.092; C -0.408; C -0.629; C 0.469; Cl -0.209; C -0.804; C -0.116; H 0.178; H 0.306; H 0.424; H 0.413; H 0.328; H 0.270; H 0.332; H 0.284; H 0.336; H 0.254; H 0.467; H 0.419; H 0.409; H 0.366



Below is a 2-piece molecular cluster, C13H14F3NO4 overall in a non-equilibrium geometry, with properties calculated with ωB97M-V with the def2-TZVPD basis set.

ORCA input file:
```
! RIJCOSX wB97M-V def2-TZVPD def2/J DEFGRID3
* xyz 0 1
O 4.165 -0.128 2.205
C 3.134 0.576 2.150
N 2.997 2.064 2.174
C 1.551 2.417 2.179
O 1.265 3.631 2.192
C 0.661 1.102 2.124
C 1.681 -0.069 2.085
C 1.196 -1.531 1.994
C -0.354 -1.762 1.953
C -1.390 -0.604 2.023
C -0.865 0.876 2.113
C -1.869 2.105 2.197
F -2.145 2.479 3.551
F -3.128 1.634 1.675
F -1.462 3.201 1.416
H 3.251 2.267 3.163
H 1.955 -2.377 1.975
H -0.769 -2.832 1.873
H -2.516 -0.782 2.001
C 1.319 -0.896 -1.774
O 0.034 -0.790 -1.175
C -0.706 0.326 -1.668
C -1.723 -0.100 -2.721
O -1.082 -0.597 -3.895
C -1.055 -2.018 -3.937
H 1.706 -1.897 -1.576
H 1.282 -0.745 -2.855
H 1.996 -0.162 -1.325
H -0.032 1.096 -2.060
H -1.244 0.753 -0.816
H -2.304 0.778 -3.024
H -2.422 -0.841 -2.319
H -2.036 -2.397 -4.241
H -0.775 -2.454 -2.975
H -0.317 -2.322 -4.681
*
```

Calculated values
Highest occupied orbital energy ... -0.3459 hartree
Orbital gap ... 8.06 eV
ΔE to the lowest compared entry with this formula, charge and spin ... 646.9 kJ/mol
Largest force on an atom ... 4.6 eV/A
SMILES string ... O=C1NC(=O)c2c1cccc2C(F)(F)F.COCCOC

Table of Mulliken atomic charges, one value per atom, all in e: O -0.535; C 0.293; N -0.336; C 0.408; O -0.523; C 0.338; C -0.083; C -0.404; C -0.335; C -0.512; C 0.034; C 0.892; F -0.248; F -0.279; F -0.203; H 0.302; H 0.410; H 0.336; H 0.393; C -0.908; O -0.086; C -0.091; C -0.683; O -0.378; C -0.692; H 0.235; H 0.416; H 0.287; H 0.362; H 0.025; H 0.399; H 0.322; H 0.331; H 0.266; H 0.248



Below is C13H14IN3PdS as an isolated structure in a non-equilibrium geometry, with properties calculated with ωB97M-V with the def2-TZVPD basis set.

ORCA input file:
```
! RIJCOSX wB97M-V def2-TZVPD def2/J DEFGRID3
* xyz 0 3
C 2.963 3.601 0.832
C 4.055 2.599 0.466
H 2.767 4.305 0.028
H 3.223 4.192 1.718
H 2.042 3.047 1.073
H 3.672 1.829 -0.213
H 4.902 3.102 -0.021
H 4.460 2.126 1.366
C -2.830 1.292 -0.927
C -4.044 1.074 -1.602
C -4.174 -0.094 -2.365
C -3.131 -1.003 -2.405
H -2.702 2.174 -0.287
H -4.870 1.783 -1.501
H -5.074 -0.333 -2.942
H -3.216 -1.965 -2.897
N -1.792 0.438 -1.017
C -1.921 -0.703 -1.733
C -0.825 -1.665 -1.692
N 0.260 -1.376 -0.927
C 1.239 -2.292 -0.771
C 0.083 -3.849 -2.210
C 1.177 -3.540 -1.410
H 2.056 -2.041 -0.101
H 1.961 -4.270 -1.271
C -0.926 -2.914 -2.334
H -1.813 -3.124 -2.913
H -0.025 -4.791 -2.757
Pd 0.096 0.487 0.055
I -0.291 2.802 1.144
S 0.351 -0.434 3.922
C 0.874 -0.248 2.439
N 1.449 -0.209 1.363
*
```

Calculated values
Highest occupied orbital energy (alpha / beta) ... -0.2572 / -0.2848 hartree
Orbital gap (alpha / beta) ... 5.83 / 5.41 eV
ΔE to the lowest compared entry with this formula, charge and spin ... 3.4 kJ/mol
⟨S²⟩ ... 2.014
Largest force on an atom ... 2.2 eV/A

Table of Mulliken atomic charges, one value per atom, all in e: C -0.207; C -0.818; H 0.338; H 0.305; H -0.395; H 0.161; H 0.333; H 0.247; C 0.041; C -0.796; C -0.354; C -0.576; H 0.167; H 0.367; H 0.403; H 0.239; N -0.157; C 0.841; C 0.581; N -0.065; C -0.266; C -0.438; C -0.739; H 0.521; H 0.382; C -0.536; H 0.253; H 0.417; Pd 0.450; I -0.295; S -0.342; C 0.539; N -0.598



Below is one molecule with the formula C13H14N2O2 in a non-equilibrium geometry, with properties calculated with ωB97M-V with the def2-TZVPD basis set.

ORCA input file:
```
! RIJCOSX wB97M-V def2-TZVPD def2/J DEFGRID3
* xyz 0 1
O -2.045 3.027 3.818
C -1.283 2.153 4.208
O -1.034 1.989 5.527
C -0.603 1.267 3.245
C -0.932 1.406 1.888
N -0.407 0.573 0.895
C -0.636 0.893 -0.499
C -0.188 -0.153 -1.469
C 0.689 -1.121 -1.014
C 1.377 -2.037 -1.973
C 1.270 -1.593 -3.431
C -0.146 -1.182 -3.782
C -0.560 0.000 -2.930
N 1.080 -1.213 0.322
C 0.525 -0.404 1.228
C 0.932 -0.521 2.660
C 0.371 0.286 3.650
H -1.493 2.701 5.936
H -1.616 2.220 1.608
H -0.090 1.816 -0.658
H -1.726 1.064 -0.671
H 0.971 -3.066 -1.902
H 2.436 -2.131 -1.675
H 1.955 -0.770 -3.703
H 1.578 -2.392 -4.080
H -0.183 -0.867 -4.830
H -0.868 -1.997 -3.600
H -0.099 0.925 -3.306
H -1.624 0.153 -3.034
H 1.672 -1.259 2.907
H 0.680 0.233 4.666
*
```

Calculated values
Highest occupied orbital energy ... -0.2652 hartree
Orbital gap ... 7.26 eV
ΔE to the lowest compared entry with this formula, charge and spin ... 69.5 kJ/mol
Largest force on an atom ... 3.1 eV/A
SMILES string ... O=C(O)C1=CN2CC3=C(CCCC3)N=C2C=C1

Table of Mulliken atomic charges, one value per atom, all in e: O -0.613; C 0.525; O -0.450; C 0.133; C -0.197; N 0.132; C -0.619; C -0.045; C 0.767; C -0.439; C -0.769; C -0.746; C -1.035; N -0.784; C 0.445; C -0.718; C -0.600; H 0.338; H 0.409; H 0.296; H 0.437; H 0.247; H 0.311; H 0.294; H 0.353; H 0.345; H 0.311; H 0.336; H 0.383; H 0.472; H 0.482



Below is C13H14N2Pb as an isolated structure in a non-equilibrium geometry, with properties calculated with ωB97M-V with the def2-TZVPD basis set.

ORCA input file:
```
! RIJCOSX wB97M-V def2-TZVPD def2/J DEFGRID3
* xyz 2 1
Pb 0.338 -2.389 -0.580
C 3.012 -0.042 -0.593
H 3.665 -0.611 -1.201
H 2.413 0.705 -1.040
H 3.094 -0.065 0.459
H 4.013 1.002 -0.552
H 4.714 1.447 -0.640
C -0.768 0.337 4.542
C 0.269 -0.486 4.075
C 0.309 -0.893 2.758
C -0.682 -0.420 1.889
C -1.733 0.403 2.319
C -1.775 0.773 3.662
N -0.650 -0.732 0.523
N -1.474 -0.052 -0.242
C -1.230 -0.115 -1.601
C -1.991 0.746 -2.428
C -1.751 0.792 -3.800
C -0.781 -0.067 -4.346
C -0.049 -0.946 -3.546
C -0.283 -0.983 -2.190
H -0.798 0.640 5.595
H 1.055 -0.821 4.778
H 1.115 -1.527 2.337
H -2.467 0.744 1.589
H -2.599 1.400 4.010
H -2.746 1.366 -1.944
H -2.324 1.464 -4.433
H -0.595 -0.034 -5.425
H 0.700 -1.635 -3.976
*
```

Calculated values
Highest occupied orbital energy (alpha / beta) ... -0.5411 / -0.5417 hartree
Orbital gap (alpha / beta) ... 3.23 / 3.28 eV
Largest force on an atom ... 3.7 eV/A

Table of Mulliken atomic charges, one value per atom, all in e: Pb 0.856; C -0.521; H 0.493; H 0.399; H 0.414; H -0.515; H 0.659; C -0.490; C -0.691; C -0.338; C 0.850; C -0.177; C -0.554; N -0.047; N -0.271; C 0.196; C -0.315; C -0.589; C -0.427; C -0.399; C -0.110; H 0.405; H 0.360; H 0.229; H 0.473; H 0.390; H 0.480; H 0.425; H 0.410; H 0.406



Below is one molecule with the formula C13H14N4O2S in a non-equilibrium geometry, with properties calculated with ωB97M-V with the def2-TZVPD basis set.

ORCA input file:
```
! RIJCOSX wB97M-V def2-TZVPD def2/J DEFGRID3
* xyz 0 1
O 1.697 1.265 3.932
C 1.206 1.100 2.833
C -0.270 0.737 2.688
S -1.230 2.088 1.897
C -1.839 1.311 0.484
N -2.463 1.901 -0.493
N -2.776 0.951 -1.382
C -2.337 -0.182 -0.929
C -2.441 -1.476 -1.558
C -3.072 -1.594 -2.797
C -3.151 -2.853 -3.367
N -2.662 -3.944 -2.800
C -2.067 -3.828 -1.627
C -1.926 -2.624 -0.957
O -1.717 -0.022 0.279
N 1.920 1.208 1.703
C 1.484 1.013 0.334
C 2.785 0.981 -0.465
C 3.689 1.919 0.331
C 3.327 1.580 1.771
H -0.410 -0.172 2.109
H -0.679 0.608 3.690
H -3.477 -0.718 -3.276
H -3.629 -3.001 -4.326
H -1.686 -4.748 -1.202
H -1.436 -2.576 0.004
H 0.914 0.086 0.226
H 0.858 1.854 0.009
H 2.641 1.299 -1.495
H 3.200 -0.028 -0.464
H 4.745 1.765 0.123
H 3.435 2.957 0.112
H 3.453 2.411 2.467
H 3.911 0.732 2.146
*
```

Calculated values
Highest occupied orbital energy ... -0.3276 hartree
Orbital gap ... 8.70 eV
ΔE to the lowest compared entry with this formula, charge and spin ... 205.2 kJ/mol
Largest force on an atom ... 1.8 eV/A
SMILES string ... O=C(CSc1nnc(-c2ccncc2)o1)N1CCCC1

Table of Mulliken atomic charges, one value per atom, all in e: O -0.667; C 0.577; C -0.467; S -0.181; C 0.603; N -0.700; N -0.236; C 0.249; C 0.724; C -0.350; C -0.383; N -0.611; C -0.391; C -0.372; O -0.198; N 0.117; C -0.408; C -0.712; C -0.633; C -0.677; H 0.217; H 0.419; H 0.467; H 0.384; H 0.376; H 0.424; H 0.207; H 0.227; H 0.385; H 0.308; H 0.363; H 0.287; H 0.349; H 0.304



Below is an isolated ion of composition C13H15BN3O7 and charge -1 in a non-equilibrium geometry, with properties calculated with ωB97M-V with the def2-TZVPD basis set.

ORCA input file:
```
! RIJCOSX wB97M-V def2-TZVPD def2/J DEFGRID3
* xyz -1 1
N -1.894 1.513 -2.311
B -1.708 0.096 -2.163
O -2.386 -0.763 -3.002
C -0.779 -0.546 -1.056
C 0.556 -0.513 -1.008
C 1.385 0.200 -2.048
C 2.879 0.369 -1.756
C 3.410 1.705 -2.237
N 4.822 1.769 -2.299
O 2.719 2.640 -2.572
C 1.208 -1.270 0.116
O 2.293 -1.791 -0.027
C 0.433 -1.399 1.389
C 1.245 -1.453 2.689
O 1.931 -0.417 2.823
O 1.076 -2.434 3.429
C -0.903 -1.404 1.340
C -1.795 -1.556 2.541
C -2.960 -0.553 2.555
C -2.619 0.885 2.206
N -1.371 1.345 2.576
O -3.435 1.625 1.680
C -1.534 -1.270 0.010
O -2.654 -1.704 -0.234
H -1.145 2.084 -1.942
H -2.784 1.876 -1.998
H -2.887 -1.416 -2.495
H 1.278 -0.340 -2.995
H 0.970 1.196 -2.220
H 3.095 0.307 -0.685
H 3.470 -0.402 -2.247
H 5.255 1.821 -1.386
H 5.086 2.570 -2.861
H -1.211 -1.494 3.460
H -2.217 -2.565 2.526
H -3.372 -0.520 3.571
H -3.775 -0.867 1.907
H -0.675 0.643 2.794
H -1.009 2.034 1.931
*
```

Calculated values
Highest occupied orbital energy ... -0.2012 hartree
Orbital gap ... 7.40 eV
Largest force on an atom ... 1.0 eV/A
SMILES string ... NB(O)C1=C(CCC(N)=O)C(=O)C(C(=O)[O-])=C(CCC(N)=O)C1=O

Table of Mulliken atomic charges, one value per atom, all in e: N -0.581; B 0.396; O -0.664; C 0.394; C 0.499; C -0.734; C -0.717; C 0.431; N -0.516; O -0.600; C -0.151; O -0.595; C 1.100; C -0.020; O -0.734; O -0.732; C 0.245; C -1.147; C -0.417; C 0.384; N -0.473; O -0.666; C 0.187; O -0.739; H 0.211; H 0.270; H 0.357; H 0.357; H 0.293; H 0.451; H 0.299; H 0.243; H 0.300; H 0.405; H 0.375; H 0.443; H 0.239; H 0.331; H 0.274